The following is a quantum chemistry calculation of an isolated ion of composition C5H11FNO and charge +1 in a non-equilibrium geometry, from the OMol25 dataset.

Positions of all 19 atoms, in Å:
F 1.735 -1.218 1.057
C 2.307 -0.352 0.131
C 1.477 0.887 -0.013
C 0.023 0.655 -0.481
C -0.458 -0.797 -0.566
N -1.945 -0.530 -0.289
C -1.827 0.350 0.903
O -0.865 1.278 0.470
H 3.285 -0.070 0.505
H 2.475 -0.859 -0.811
H 1.441 1.446 0.911
H 1.967 1.517 -0.743
H -0.053 1.050 -1.492
H -0.157 -1.473 0.217
H -0.436 -1.258 -1.542
H -2.532 -1.349 -0.139
H -2.300 0.095 -1.016
H -2.755 0.822 1.170
H -1.384 -0.193 1.728

Values from the calculation:
Max |F|: 1.69 eV/Å
Energy above the lowest of the compared OMol25 structures with the same formula, charge and spin: 21.4 kJ/mol
Total charge: +1
Structure (SMILES): FCC[C@H]1C[NH2+]CO1
HOMO: -14.827 eV
Spin multiplicity: 1
Orbital gap: 11.324 eV

The following is a quantum chemistry calculation of C24H66F3NaO22 as an isolated structure in a non-equilibrium geometry, from the OMol25 dataset.

Positions of all 116 atoms, in Å:
Na 10.535 10.485 -16.128
C 11.723 11.068 -19.100
O 10.601 10.194 -19.089
O 11.503 12.044 -18.207
C 13.044 10.261 -18.871
F 13.709 10.228 -20.049
F 13.889 10.840 -18.005
F 12.868 8.991 -18.483
C 10.303 9.527 -20.319
C 9.335 8.441 -19.876
H 8.304 8.747 -19.712
H 9.297 7.592 -20.567
H 9.699 7.996 -18.945
H 11.241 9.116 -20.704
H 9.753 10.094 -21.072
H 11.769 11.440 -20.134
C 8.454 12.833 -17.489
C 7.652 12.195 -16.368
O 8.259 11.064 -15.747
O 9.609 13.488 -17.061
H 7.787 13.502 -18.038
H 8.653 12.037 -18.219
H 6.635 11.964 -16.709
H 7.447 12.976 -15.619
H 7.571 10.768 -15.143
H 10.373 12.938 -17.328
C 6.078 7.967 -17.788
C 7.134 7.266 -16.981
O 6.723 6.606 -15.808
O 5.870 9.288 -17.259
H 5.115 7.443 -17.728
H 6.268 8.083 -18.858
H 8.056 7.849 -16.896
H 7.514 6.475 -17.654
H 7.412 6.625 -15.144
H 4.947 9.538 -17.327
C 8.791 7.317 -24.579
C 9.512 8.162 -23.536
O 8.477 9.041 -23.037
O 8.577 7.993 -25.789
H 7.877 6.916 -24.141
H 9.429 6.448 -24.796
H 10.346 8.738 -23.939
H 9.882 7.531 -22.727
H 8.582 9.873 -23.515
H 7.667 8.163 -26.027
C 18.522 10.825 -22.337
C 17.256 11.054 -21.503
O 16.140 10.666 -22.291
O 19.564 11.647 -21.842
H 18.322 11.111 -23.372
H 18.751 9.754 -22.304
H 17.195 12.126 -21.283
H 17.277 10.592 -20.512
H 15.396 11.249 -22.046
H 20.122 11.950 -22.557
C 6.654 12.338 -22.070
C 7.094 11.391 -20.960
O 6.488 10.122 -21.053
O 7.183 11.891 -23.312
H 7.132 13.299 -21.840
H 5.566 12.414 -21.969
H 6.857 11.881 -20.016
H 8.182 11.308 -21.043
H 7.056 9.582 -21.615
H 6.981 12.580 -23.954
C 11.689 8.744 -13.735
C 13.025 9.401 -14.012
O 13.000 9.968 -15.321
O 10.693 9.755 -13.858
H 11.713 8.424 -12.693
H 11.628 7.923 -14.455
H 13.863 8.715 -13.872
H 13.173 10.234 -13.316
H 13.717 10.594 -15.474
H 9.895 9.525 -13.374
C 13.685 14.524 -17.045
C 12.573 15.543 -17.014
O 12.393 16.274 -15.815
O 13.294 13.257 -16.489
H 14.491 15.073 -16.541
H 14.009 14.226 -18.044
H 11.615 15.078 -17.275
H 12.655 16.198 -17.887
H 12.233 15.635 -15.113
H 12.820 12.800 -17.219
C 10.216 16.115 -21.042
C 10.051 14.766 -20.364
O 11.272 14.458 -19.712
O 10.018 17.274 -20.210
H 9.534 16.344 -21.864
H 11.245 16.251 -21.396
H 9.932 13.943 -21.072
H 9.190 14.911 -19.702
H 11.297 13.560 -19.342
H 10.822 17.589 -19.795
C 14.369 13.621 -22.079
C 14.915 14.333 -20.820
O 14.491 15.686 -20.883
O 13.949 12.275 -21.824
H 15.192 13.516 -22.784
H 13.575 14.188 -22.564
H 15.998 14.195 -20.897
H 14.559 13.814 -19.928
H 14.808 16.084 -20.062
H 13.099 12.288 -21.375
C 12.036 4.839 -17.672
C 11.688 6.265 -17.373
O 10.537 6.431 -16.539
O 12.307 4.222 -16.381
H 12.891 4.853 -18.347
H 11.172 4.296 -18.056
H 11.576 6.821 -18.307
H 12.501 6.790 -16.858
H 10.829 6.041 -15.705
H 13.060 3.635 -16.497

Values from the calculation:
Max |F|: 2.92 eV/Å
Energy above the lowest of the compared OMol25 structures with the same formula, charge and spin: 137.8 kJ/mol
Total charge: 0
HOMO: -9.139 eV
Spin multiplicity: 1
Orbital gap: 8.705 eV

The following is a quantum chemistry calculation of an isolated molecule of O4 in a non-equilibrium geometry, from the OMol25 dataset.

Positions of all 4 atoms, in Å:
O -1.116 -0.557 -0.003
O 1.147 -0.572 0.003
O -0.705 0.564 0.050
O 0.674 0.566 -0.051

Values from the calculation:
Max |F|: 5.27 eV/Å
Energy above the lowest of the compared OMol25 structures with the same formula, charge and spin: 47.2 kJ/mol
Total charge: 0
HOMO (spin up / spin down): -11.562 / -11.408 eV
Spin multiplicity: 1
Orbital gap (spin up / spin down): 10.470 / 10.177 eV

The following is a quantum chemistry calculation of a 9-piece molecular cluster, H18O9 overall in a non-equilibrium geometry, from the OMol25 dataset.

Positions of all 27 atoms, in Å:
O -1.392 1.648 0.532
H -2.221 1.748 0.039
H -0.829 1.390 -0.219
O -2.075 -1.119 -0.757
H -2.020 -0.855 -1.655
H -1.273 -0.688 -0.440
O 1.151 3.402 0.232
H 0.716 2.811 0.845
H 0.425 3.873 -0.220
O -0.776 1.835 -2.203
H 0.067 1.374 -2.120
H -1.390 1.131 -2.408
O -1.140 -0.588 2.243
H -2.100 -0.730 2.258
H -1.067 0.234 1.744
O 0.096 -3.081 -1.716
H 0.212 -3.971 -2.073
H -0.404 -3.084 -0.906
O 1.918 -2.678 0.322
H 1.298 -2.972 -0.338
H 1.618 -3.167 1.085
O 0.764 0.074 -0.464
H 1.152 -0.771 -0.336
H 1.091 0.542 0.315
O 1.775 1.019 1.850
H 1.843 1.122 2.785
H 2.550 1.500 1.616

Values from the calculation:
Max |F|: 1.78 eV/Å
Energy above the lowest of the compared OMol25 structures with the same formula, charge and spin: 196.4 kJ/mol
Total charge: 0
Structure (SMILES): O.O.O.O.O.O.O.O.O
HOMO: -10.766 eV
Spin multiplicity: 1
Orbital gap: 11.070 eV

The following is a quantum chemistry calculation of a 14-piece molecular cluster, C7H38O14 overall in a non-equilibrium geometry, from the OMol25 dataset.

Positions of all 59 atoms, in Å:
C -3.629 0.432 0.537
C -2.665 0.053 -0.558
C -1.244 0.211 -0.142
C -0.339 -0.769 -0.247
C 1.041 -0.588 0.090
C 2.083 -1.325 -0.354
O 1.783 -2.461 -1.077
C 3.514 -1.035 -0.187
H -3.427 1.414 0.947
H -3.616 -0.305 1.367
H -4.639 0.450 0.197
H -2.874 -0.989 -0.902
H -2.888 0.620 -1.478
H -1.007 1.154 0.284
H -0.603 -1.732 -0.685
H 1.341 0.368 0.721
H 2.545 -2.872 -1.536
H 3.772 -0.810 0.839
H 3.795 -0.158 -0.759
H 4.200 -1.819 -0.526
H 0.145 -0.014 3.092
H 1.399 0.127 3.998
O 0.842 0.582 3.415
H -1.446 0.769 3.049
H -0.874 1.840 3.949
O -1.581 1.715 3.253
H 0.847 -1.894 -2.436
H -0.560 -1.844 -3.010
O 0.351 -1.576 -3.191
H 0.460 -3.636 -0.976
H -0.484 -3.761 0.216
O -0.355 -4.095 -0.738
H -2.284 -3.327 -3.048
H -1.493 -3.297 -1.777
O -1.946 -2.720 -2.397
H -1.930 -0.740 1.928
H -0.799 -1.715 2.344
O -1.247 -0.905 2.651
H 2.317 2.809 -1.336
H 2.367 1.825 -0.073
O 2.574 1.849 -1.028
H 1.547 1.642 2.219
H 1.009 2.809 1.406
O 1.818 2.240 1.533
H 0.890 0.071 -3.151
H 1.709 1.102 -2.334
O 1.151 1.000 -3.151
H 0.745 4.027 -0.309
H 0.368 3.668 -1.815
O 1.081 4.067 -1.234
H 0.942 -2.658 1.271
H 0.293 -3.719 2.378
O 0.104 -3.030 1.712
H -0.078 2.078 -2.940
H -1.265 2.120 -1.943
O -0.797 2.702 -2.576
H -0.976 2.795 2.077
H -1.382 3.847 1.008
O -0.604 3.410 1.437

Values from the calculation:
Max |F|: 3.38 eV/Å
Energy above the lowest of the compared OMol25 structures with the same formula, charge and spin: 127.4 kJ/mol
Total charge: 0
HOMO: -8.629 eV
Spin multiplicity: 1
Orbital gap: 8.164 eV

The following is a quantum chemistry calculation of C18H23IrN2O3P as an isolated structure in a non-equilibrium geometry, from the OMol25 dataset.

Positions of all 48 atoms, in Å:
Ir 0.421 -0.269 -0.390
O 0.187 1.366 -1.562
C -0.712 2.250 -1.667
C -0.703 3.114 -2.799
C -1.622 4.103 -2.912
C -2.633 4.310 -1.905
C -2.679 3.518 -0.819
C -1.724 2.451 -0.647
C -1.825 1.654 0.454
N -1.014 0.592 0.760
N -1.321 -0.005 1.883
C -0.671 -1.203 2.019
O 0.028 -1.650 1.058
C -0.847 -1.930 3.243
C -1.636 -1.403 4.281
C -1.766 -2.106 5.461
C -1.125 -3.330 5.611
C -0.355 -3.869 4.580
C -0.212 -3.176 3.400
H 0.057 2.941 -3.549
H -1.598 4.757 -3.774
H -3.358 5.102 -2.030
H -3.436 3.669 -0.061
H -2.641 1.824 1.146
H -2.135 -0.454 4.147
H -2.369 -1.708 6.264
H -1.224 -3.874 6.542
H 0.128 -4.828 4.709
H 0.385 -3.576 2.592
C 3.710 -0.499 0.115
P 2.346 0.667 0.161
C 2.360 1.369 1.815
C 2.816 2.029 -0.910
H 4.614 0.020 0.439
H 3.861 -0.879 -0.896
H 3.516 -1.337 0.785
H 3.293 1.915 1.966
H 2.284 0.579 2.563
H 1.524 2.058 1.937
H 3.786 2.399 -0.572
H 2.084 2.831 -0.844
H 2.893 1.707 -1.947
C 0.591 -2.973 -2.492
O -0.249 -2.069 -1.719
H -0.038 -3.655 -3.057
H 1.254 -3.534 -1.836
H 1.166 -2.361 -3.180
H -0.872 -2.598 -1.204

Values from the calculation:
Max |F|: 3.40 eV/Å
Energy above the lowest of the compared OMol25 structures with the same formula, charge and spin: 0.0 kJ/mol
Total charge: +2
HOMO (spin up / spin down): -14.344 / -14.678 eV
Spin multiplicity: 2
Orbital gap (spin up / spin down): 6.175 / 5.652 eV

The following is a quantum chemistry calculation of a 2-piece molecular cluster, C11H15NO overall, from the OMol25 dataset.

Positions of all 28 atoms, in Å:
C 2.591 -0.875 -0.764
C 0.645 0.695 -1.426
C 1.158 -0.530 -0.923
C -1.114 -0.593 -0.975
C 0.037 -1.348 -0.655
C -2.376 -1.090 -0.863
C -0.108 -2.641 -0.146
C -2.499 -2.396 -0.348
C -1.389 -3.148 0.001
N -0.673 0.658 -1.437
H 1.208 1.568 -1.725
H -1.261 1.392 -1.814
H 3.191 -0.283 -1.454
H 2.748 -1.924 -1.028
H -3.246 -0.513 -1.140
H 0.762 -3.232 0.107
H -3.488 -2.812 -0.226
H -1.531 -4.137 0.404
H 2.943 -0.680 0.250
C 0.609 2.830 1.388
C -0.686 2.092 1.673
O 1.693 1.945 1.647
H 0.649 3.149 0.340
H 0.637 3.737 2.007
H -0.603 1.077 1.265
H 2.479 2.453 1.905
H -1.518 2.592 1.191
H -0.856 2.016 2.745

Values from the calculation:
Max |F|: 0.57 eV/Å
Energy above the lowest of the compared OMol25 structures with the same formula, charge and spin: 0.0 kJ/mol
Total charge: +1
HOMO (spin up / spin down): -12.778 / -13.396 eV
Spin multiplicity: 2
Orbital gap (spin up / spin down): 9.289 / 6.721 eV

The following is a quantum chemistry calculation of a 2-piece molecular cluster, C2H6O3 overall in a non-equilibrium geometry, from the OMol25 dataset.

Positions of all 11 atoms, in Å:
O 1.264 -0.352 -1.951
C 0.200 -0.957 -2.131
O -0.791 -0.977 -1.264
H 0.100 -1.570 -3.122
H -0.665 -0.341 -0.539
C -0.109 0.656 1.942
O -0.208 0.937 0.448
H -1.024 1.008 2.505
H -0.288 -0.483 1.869
H 0.867 0.981 2.199
H 0.654 1.098 0.044

Values from the calculation:
Max |F|: 4.58 eV/Å
Energy above the lowest of the compared OMol25 structures with the same formula, charge and spin: 152.5 kJ/mol
Total charge: 0
Structure (SMILES): O=CO.CO
HOMO: -10.381 eV
Spin multiplicity: 1
Orbital gap: 11.167 eV